1) # C6H10O3

The molecule C6H10O3 (ωB97M-V/def2-TZVPD, the Open Molecules 2025 dataset).

Structure (XYZ):
```
19
Properties=species:S:1:pos:R:3:lowdin_charge:R:1
C 0.185 0.877 -0.218 -0.30
C -0.675 1.581 0.785 -0.06
C 1.601 1.350 -0.348 -0.05
C -0.326 -0.059 -1.070 -0.50
C -0.691 -1.414 0.493 -0.27
C 0.334 -2.246 0.464 0.07
O 0.409 -0.484 -2.132 0.08
O -1.598 -1.250 1.435 0.11
O -1.484 -0.716 -0.904 0.02
H -0.073 -1.227 -2.520 0.12
H -2.443 -1.043 1.005 0.14
H -0.510 2.660 0.720 0.08
H -1.734 1.406 0.607 0.08
H -0.429 1.274 1.806 0.08
H 2.163 0.763 -1.070 0.07
H 2.106 1.288 0.622 0.08
H 1.638 2.396 -0.665 0.08
H 1.162 -2.125 -0.213 0.07
H 0.365 -3.031 1.204 0.08
```

Properties
2S+1 ... 1
HOMO-LUMO gap ... 7.97 eV
SMILES ... C=C(O)OC(O)=C(C)C
HOMO energy ... -7.440 eV


2) # C6H10O3

The molecule C6H10O3 (ωB97M-V/def2-TZVPD, the Open Molecules 2025 dataset).

Structure (XYZ):
```
19
Properties=species:S:1:pos:R:3:lowdin_charge:R:1
C 2.443 -0.074 0.050 -0.02
C 1.095 0.028 -0.701 -0.32
C -0.701 -1.116 0.215 -0.38
C -1.808 -0.337 -0.399 -0.11
C -1.226 0.968 -0.883 -0.10
C 0.156 1.146 -0.194 -0.25
H 2.094 -0.025 1.075 0.07
H 2.949 -0.989 -0.236 0.08
H 3.096 0.824 -0.295 0.12
H 1.292 0.406 -1.800 0.17
H -0.932 -2.201 0.476 0.19
H -2.487 -0.098 0.389 0.12
H -2.229 -1.022 -1.177 0.14
H -1.787 1.834 -0.523 0.12
H -1.097 1.010 -1.920 0.10
H 0.702 2.086 -0.304 0.16
O 0.380 -1.232 -0.690 -0.04
O -0.121 1.001 1.230 -0.03
O -0.429 -0.457 1.432 -0.02
```

Properties
2S+1 ... 1
HOMO-LUMO gap ... 10.27 eV
SMILES ... C[C@H]1O[C@@H]2CC[C@H]1OO2
HOMO energy ... -9.402 eV


The most stable of them is 1).


1) # C3H7F2N

The molecule C3H7F2N (ωB97M-V/def2-TZVPD, the Open Molecules 2025 dataset).

Structure (XYZ):
```
13
Properties=species:S:1:pos:R:3:lowdin_charge:R:1
C 0.748 -0.942 0.560 -0.24
C -0.653 -0.598 0.041 -0.31
C -1.136 0.767 0.463 -0.18
H 2.751 -0.714 0.213 0.09
H 1.897 0.606 -0.016 0.04
H 0.763 -0.766 1.639 0.11
H 0.824 -2.043 0.423 0.12
H -1.386 -1.393 0.393 0.16
H -1.502 0.694 1.512 0.13
H -1.995 1.004 -0.172 0.12
N 1.860 -0.365 -0.209 0.01
F -0.722 -0.659 -1.367 -0.03
F -0.181 1.749 0.377 -0.02
```

Properties
2S+1 ... 1
HOMO-LUMO gap ... 10.69 eV
SMILES ... NC[C@H](F)CF
HOMO energy ... -9.796 eV


2) # C3H7F2N

The molecule C3H7F2N (ωB97M-V/def2-TZVPD, the Open Molecules 2025 dataset).

Structure (XYZ):
```
13
Properties=species:S:1:pos:R:3:lowdin_charge:R:1
C 0.589 -0.153 -0.945 -0.27
C -0.284 -0.828 0.148 -0.32
C -0.342 -0.050 1.484 -0.13
H 0.671 1.609 -1.892 0.09
H -0.435 1.518 -0.738 0.05
H 1.581 -0.074 -0.452 0.12
H 0.692 -0.873 -1.783 0.12
H 0.142 -1.817 0.365 0.14
H 0.560 -0.278 2.099 0.12
H -1.213 -0.375 2.107 0.13
N -0.016 0.986 -1.470 0.01
F -1.569 -1.018 -0.278 0.00
F -0.376 1.351 1.356 -0.07
```

Properties
2S+1 ... 1
HOMO-LUMO gap ... 10.36 eV
SMILES ... NC[C@H](F)CF
HOMO energy ... -9.412 eV


The most stable of them is 1).


1) # C6H32N2O9

A cluster of 10 separate species, C6H32N2O9 in total (ωB97M-V/def2-TZVPD, the Open Molecules 2025 dataset).

Structure (XYZ):
```
49
Properties=species:S:1:pos:R:3:lowdin_charge:R:1
C -2.462 0.303 1.214 -0.05
C -0.998 -0.243 1.090 -0.39
C -0.874 -1.605 1.824 -0.13
C 0.105 -1.413 2.975 -0.31
C 1.389 -1.719 2.778 -0.18
N 2.454 -1.557 3.696 0.05
C -0.377 -0.858 4.282 -0.06
N -0.757 -0.361 -0.358 0.05
H -3.170 -0.521 1.110 0.08
H -2.661 0.503 2.279 0.07
H -2.545 1.165 0.564 0.06
H -0.325 0.407 1.639 0.12
H -1.822 -1.981 2.220 0.11
H -0.460 -2.444 1.263 0.11
H 1.663 -2.151 1.819 0.11
H 3.123 -0.837 3.475 0.07
H 2.038 -1.412 4.586 0.05
H 0.213 -0.048 4.717 0.08
H -1.386 -0.441 4.225 0.07
H -0.456 -1.679 5.004 0.09
H -0.916 0.517 -0.828 0.04
H -1.362 -1.080 -0.738 0.03
H 2.253 -0.018 -2.969 0.04
H 3.535 0.586 -3.039 0.05
O 2.835 0.381 -3.634 -0.03
H -4.558 0.983 -1.939 0.05
H -3.238 0.263 -2.034 0.00
O -3.849 0.776 -2.554 -0.04
H 0.496 1.885 -4.272 0.02
H 1.942 1.786 -4.130 0.00
O 1.250 2.489 -4.237 -0.09
H -2.374 2.587 -1.596 -0.01
H -2.453 4.122 -2.094 0.04
O -2.720 3.465 -1.452 -0.06
H -2.051 -3.174 -2.671 0.06
H -1.260 -1.968 -2.763 0.05
O -1.929 -2.350 -2.179 -0.06
H 1.819 2.770 0.362 0.02
H 2.290 1.897 1.484 0.04
O 2.320 1.963 0.521 -0.05
H 2.970 -3.374 -2.324 0.02
H 2.522 -2.378 -1.269 -0.01
O 3.055 -3.189 -1.383 -0.09
H -0.373 3.427 -0.602 0.05
H -0.039 3.137 -2.013 0.03
O 0.036 2.740 -1.144 -0.05
H 3.123 -0.411 -0.020 0.05
H 1.573 -0.320 -0.257 0.01
O 2.412 -0.620 -0.628 -0.07
```

Properties
2S+1 ... 1
HOMO-LUMO gap ... 8.33 eV
SMILES ... C/C(=C\N)C[C@H](C)N.O.O.O.O.O.O.O.O.O
HOMO energy ... -8.290 eV


2) # C6H32N2O9

A cluster of 10 separate species, C6H32N2O9 in total (ωB97M-V/def2-TZVPD, the Open Molecules 2025 dataset).

Structure (XYZ):
```
49
Properties=species:S:1:pos:R:3:lowdin_charge:R:1
N -0.040 2.469 -0.896 -0.04
C 1.168 3.271 -1.116 -0.24
C 2.278 2.763 -0.264 -0.18
C 1.669 1.531 0.417 -0.14
C 0.089 1.468 0.167 -0.27
C -0.354 -0.033 -0.022 -0.15
N -1.705 -0.163 0.525 -0.11
C -2.791 0.525 -0.209 -0.10
H -0.825 2.983 -1.250 0.11
H 0.867 4.302 -0.797 0.12
H 1.303 3.337 -2.187 0.10
H 2.798 3.477 0.374 0.10
H 3.175 2.377 -0.807 0.11
H 1.889 1.553 1.510 0.12
H 2.122 0.632 -0.036 0.09
H -0.374 1.844 1.076 0.11
H 0.389 -0.642 0.462 0.06
H -0.401 -0.183 -1.103 0.09
H -2.095 -1.042 0.832 0.07
H -3.166 0.028 -1.092 0.07
H -2.336 1.417 -0.675 0.05
H -3.515 1.012 0.432 0.07
H 1.484 -0.757 1.609 0.01
H 2.859 -0.979 1.864 0.09
O 2.213 -1.250 1.200 -0.08
H -2.066 1.845 -4.010 0.05
H -1.433 0.574 -3.367 0.00
O -2.045 1.292 -3.215 -0.05
H -2.747 -3.319 1.941 0.03
H -1.101 -3.296 2.060 -0.01
O -1.967 -2.903 2.260 -0.05
H 2.474 0.720 -3.380 0.05
H 1.177 1.079 -2.547 0.01
O 1.512 0.657 -3.354 -0.05
H 1.204 -4.537 1.426 0.06
H 0.527 -3.124 1.245 0.02
O 0.411 -4.020 1.579 -0.05
H -0.387 -2.648 -2.662 0.05
H 0.111 -1.259 -3.345 0.01
O -0.534 -1.708 -2.790 -0.05
H 2.426 -2.343 -0.125 -0.01
H 2.047 -2.466 -1.563 0.02
O 2.155 -3.016 -0.787 -0.07
H -2.178 1.257 2.307 0.00
H -1.266 1.965 3.230 0.01
O -2.115 2.096 2.796 -0.08
H -0.574 -1.327 3.392 0.02
H 0.039 -0.468 4.463 0.05
O 0.031 -0.585 3.504 -0.04
```

Properties
2S+1 ... 1
HOMO-LUMO gap ... 8.16 eV
SMILES ... CNC[C@H]1CCCN1.O.O.O.O.O.O.O.O.O
HOMO energy ... -7.960 eV


The most stable of them is 1).


1) # C4H10S2

The molecule C4H10S2 (ωB97M-V/def2-TZVPD, the Open Molecules 2025 dataset).

Structure (XYZ):
```
16
Properties=species:S:1:pos:R:3:lowdin_charge:R:1
C -2.359 0.278 -0.159 -0.18
C -1.509 -0.821 -0.724 -0.58
C 0.842 0.092 0.844 -0.57
C 1.892 0.502 -0.176 -0.58
H -1.773 1.181 0.102 0.07
H -3.180 0.661 -0.752 0.07
H -2.875 -0.002 0.702 0.05
H -1.142 -0.680 -1.768 0.08
H -2.077 -1.737 -0.750 0.05
H 0.282 0.972 0.995 0.04
H 1.115 -0.229 1.884 0.08
H 1.381 0.616 -1.233 0.11
H 2.245 1.460 0.166 0.05
H 4.043 -0.257 0.779 -0.15
S -0.245 -1.344 0.412 0.84
S 3.358 -0.689 -0.321 0.63
```

Properties
2S+1 ... 1
HOMO-LUMO gap ... 9.51 eV
SMILES ... CCSCCS
HOMO energy ... -8.626 eV


2) # C4H10S2

The molecule C4H10S2 (ωB97M-V/def2-TZVPD, the Open Molecules 2025 dataset).

Structure (XYZ):
```
16
Properties=species:S:1:pos:R:3:lowdin_charge:R:1
S 1.285 1.616 -1.468 0.71
S 0.767 -0.671 0.324 0.77
C 2.251 2.208 -0.016 -0.42
C -0.024 0.551 -0.701 -0.86
C -1.923 -1.263 0.486 -0.19
C -0.593 -1.944 0.362 -0.53
H 3.026 1.432 0.198 0.04
H 1.625 2.312 0.846 0.02
H 2.656 3.171 -0.205 0.01
H -0.586 -0.004 -1.501 0.05
H -0.757 1.192 -0.194 0.04
H -1.793 -0.597 1.384 0.10
H -2.672 -1.923 0.550 0.02
H -2.165 -0.816 -0.521 0.08
H -0.563 -2.498 -0.611 0.08
H -0.533 -2.765 1.068 0.07
```

Properties
2S+1 ... 1
HOMO-LUMO gap ... 9.43 eV
SMILES ... CCSCSC
HOMO energy ... -8.519 eV


3) # C4H10S2

The molecule C4H10S2 (ωB97M-V/def2-TZVPD, the Open Molecules 2025 dataset).

Structure (XYZ):
```
16
Properties=species:S:1:pos:R:3:lowdin_charge:R:1
C 0.093 -0.686 -0.874 -0.31
C 1.131 -0.085 -1.824 -0.11
C -1.257 0.047 -0.917 -0.56
S -1.858 0.838 0.603 0.48
S -1.297 -0.343 2.188 0.43
C 0.281 0.446 2.690 -0.45
H -0.091 -1.679 -1.287 0.10
H 0.390 -0.779 0.162 0.04
H 1.029 1.009 -1.880 0.07
H 2.166 -0.233 -1.536 0.07
H 0.969 -0.426 -2.848 0.07
H -1.224 0.883 -1.621 0.06
H -2.060 -0.599 -1.262 0.06
H 1.113 -0.071 2.211 0.02
H 0.264 1.495 2.455 0.02
H 0.352 0.182 3.740 0.02
```

Properties
2S+1 ... 1
HOMO-LUMO gap ... 9.62 eV
SMILES ... CCCSSC
HOMO energy ... -8.828 eV


4) # C4H10S2

The molecule C4H10S2 (ωB97M-V/def2-TZVPD, the Open Molecules 2025 dataset).

Structure (XYZ):
```
16
Properties=species:S:1:pos:R:3:lowdin_charge:R:1
C 1.137 -1.413 0.498 -0.38
C 0.921 -2.624 -0.480 -0.13
C 1.481 -0.072 -0.139 -0.76
S 0.304 0.498 -1.181 0.67
S -1.489 0.500 0.585 0.55
C -1.241 2.130 1.114 -0.62
H 0.256 -1.298 1.110 0.02
H 1.901 -1.827 1.273 0.13
H 0.595 -3.554 -0.027 0.06
H -0.148 -2.406 -0.779 0.07
H 1.653 -2.811 -1.280 0.08
H 1.872 0.642 0.608 0.08
H 2.373 -0.276 -0.803 0.09
H -2.092 2.425 1.743 0.02
H -0.189 2.192 1.654 0.06
H -1.058 2.805 0.093 0.08
```

Properties
2S+1 ... 1
HOMO-LUMO gap ... 7.90 eV
SMILES ... CCCSSC
HOMO energy ... -8.790 eV


The most stable of them is 3).